{"formula": "C6H9N", "method": "the ωB97M-V functional and the def2-TZVPD basis", "e_above_lowest_kj_mol": 615.70, "molar_mass_g_mol": 95.14, "max_force_ev_per_a": 1.14, "species": ["C", "C", "C", "C", "C", "C", "N", "H", "H", "H", "H", "H", "H", "H", "H", "H"], "positions_angstrom": [[-1.16088, 0.29969, 1.78271], [-1.34153, 0.22186, 0.30180], [-0.40856, 0.70810, -0.71767], [1.62540, 0.46243, -1.07652], [-0.75576, -0.80488, -0.53016], [0.23055, -1.76037, -0.02112], [0.96602, -2.53188, 0.43350], [-0.18877, -0.09359, 2.13270], [-1.26608, 1.32998, 2.13725], [-1.93643, -0.29949, 2.27327], [0.47401, 1.12708, -0.15408], [-0.63331, 1.26124, -1.62345], [2.01581, 1.45866, -1.28750], [2.15809, -0.05399, -0.28039], [1.52290, -0.14189, -1.97486], [-1.30146, -1.18295, -1.39549]], "forces_ev_per_angstrom": [[0.0, 0.0, 0.1], [0.0, -0.1, 0.2], [-0.2, 0.3, 0.0], [0.7, -0.1, -0.2], [0.0, -0.2, -0.2], [0.6, -0.6, 0.4], [-0.7, 0.8, -0.4], [-0.1, 0.1, -0.1], [0.0, -0.2, -0.1], [0.1, 0.1, -0.1], [-0.1, 0.0, 0.0], [0.0, -0.2, 0.2], [-0.1, -0.1, 0.1], [-0.1, 0.1, -0.1], [-0.1, 0.1, 0.2], [0.1, 0.0, 0.2]], "lowdin_charge": [-0.0889, -0.2113, -0.1726, 0.0194, -0.2407, -0.2130, 0.1557, 0.0791, 0.0740, 0.0800, 0.1150, 0.1230, 0.0474, 0.0400, 0.0532, 0.1397]}